# 1
Density functional theory data (ωB97M-V with the def2-TZVPD basis set) for a 10-piece molecular cluster, H20O10 overall in a non-equilibrium geometry.

## Properties
Gap between HOMO and LUMO in eV: 10.0
Energy above the lowest of the compared OMol25 structures with the same formula, charge and spin in kcal/mol: 92.73
Total energy in Eh: -764.3341
Max |F| in eV/Å: 2.2
Structure (SMILES): O.O.O.O.O.O.O.O.O.O

The geometry in ORCA input format:
```
! RIJCOSX wB97M-V def2-TZVPD def2/J DEFGRID3
* xyz 0 1
O 0.02 -0.14 0.30
H -0.09 0.80 0.12
H -0.45 -0.28 1.12
O -2.06 3.46 1.76
H -1.24 3.85 1.44
H -2.74 3.84 1.19
O 3.94 1.44 -2.21
H 4.41 2.27 -2.37
H 3.25 1.68 -1.58
O 4.40 -2.06 -0.29
H 4.35 -1.26 0.25
H 5.34 -2.21 -0.42
O -2.05 1.39 -0.41
H -2.06 0.63 -1.01
H -2.69 2.00 -0.80
O 1.46 4.33 0.58
H 1.01 5.16 0.39
H 1.44 3.85 -0.26
O -0.87 -2.10 -0.24
H -0.06 -1.87 -0.72
H -0.79 -3.05 -0.08
O 2.17 -2.97 2.01
H 1.97 -2.28 2.65
H 3.13 -3.09 2.09
O -4.62 -0.22 -1.43
H -5.23 -0.79 -0.96
H -4.10 0.20 -0.74
O -2.35 -4.49 -0.17
H -2.59 -4.00 0.63
H -2.91 -4.11 -0.85
*
```



# 2
Density functional theory data (ωB97M-V with the def2-TZVPD basis set) for an isolated ion of composition C4H11N4O4S2 and charge +1 in a non-equilibrium geometry.

## Properties
Gap between HOMO and LUMO in eV: 10.8
Total energy in Eh: -1475.0046
Max |F| in eV/Å: 5.7
Structure (SMILES): C=CS(=O)(=O)N([NH+]=C(N)N)S(C)(=O)=O

The geometry in ORCA input format:
```
! RIJCOSX wB97M-V def2-TZVPD def2/J DEFGRID3
* xyz 1 1
C 2.96 0.18 2.08
C 1.98 0.94 1.59
S 0.30 0.24 1.58
O -0.63 1.03 2.29
O 0.37 -1.23 1.81
N -0.44 0.19 -0.12
N 0.15 -0.55 -1.18
C -0.29 -1.89 -1.28
N -0.24 -2.57 -2.45
N -0.70 -2.45 -0.19
S -0.63 1.87 -0.70
C -2.30 2.36 0.03
O -0.50 1.80 -2.14
O 0.44 2.55 0.03
H 3.94 0.39 2.25
H 2.78 -0.77 2.32
H 1.87 1.95 1.24
H 0.15 -0.12 -2.08
H -0.46 -3.53 -2.63
H -0.11 -2.08 -3.28
H -0.84 -3.43 -0.29
H -0.50 -1.92 0.82
H -2.55 3.12 -0.56
H -2.87 1.43 -0.18
H -1.89 2.48 1.01
*
```



# 3
Density functional theory data (ωB97M-V with the def2-TZVPD basis set) for BeFH8O4 as an isolated structure in a non-equilibrium geometry.

## Properties
Gap between HOMO and LUMO in eV: 9.0
Energy above the lowest of the compared OMol25 structures with the same formula, charge and spin in kcal/mol: 11.53
Total energy in Eh: -420.2812
Max |F| in eV/Å: 2.3

The geometry in ORCA input format:
```
! RIJCOSX wB97M-V def2-TZVPD def2/J DEFGRID3
* xyz 1 1
Be 0.20 -0.31 0.44
F 0.67 -0.12 -0.98
O 0.92 0.88 1.31
H 0.58 1.75 1.56
H 1.92 0.95 1.41
O 0.39 -1.77 1.24
H 1.01 -2.38 0.72
H 0.77 -1.66 2.12
O -0.40 0.46 -3.26
H -0.48 1.46 -3.24
H -0.07 0.34 -2.37
O -1.54 -0.10 0.39
H -2.05 0.03 -0.41
H -1.93 0.46 1.07
*
```



# 4
Density functional theory data (ωB97M-V with the def2-TZVPD basis set) for C20H46Cl2O2P2Pd as an isolated structure in a non-equilibrium geometry.

## Properties
Gap between HOMO and LUMO (spin up / spin down) in eV: 5.1 / 5.6
Total energy in Eh: -2670.9500
Max |F| in eV/Å: 3.0

The geometry in ORCA input format:
```
! RIJCOSX wB97M-V def2-TZVPD def2/J DEFGRID3
* xyz 0 5
Pd 0.00 0.06 -0.64
Cl -1.96 1.11 0.27
P 0.65 2.27 -1.30
C 0.22 3.84 -0.45
C 2.40 2.36 -1.84
C -0.51 2.19 -2.74
C 0.36 3.73 1.07
H -0.86 3.96 -0.67
C 0.97 5.07 -0.99
H 2.03 5.04 -0.72
H 0.53 5.97 -0.54
H 0.88 5.17 -2.08
H -0.32 2.96 1.46
H 0.08 4.69 1.53
H 1.39 3.50 1.37
H -1.49 2.14 -2.21
C -0.38 0.94 -3.60
C -0.47 3.44 -3.62
H -0.82 4.34 -3.10
H -1.12 3.28 -4.49
H 0.55 3.62 -4.00
H -0.12 0.04 -3.02
H 0.34 1.06 -4.41
H -1.36 0.72 -4.04
C 3.34 2.41 -0.63
H 2.49 3.31 -2.41
C 2.80 1.20 -2.76
H 3.16 3.27 0.02
H 4.37 2.48 -0.99
H 3.24 1.48 -0.05
H 2.67 0.25 -2.23
H 3.86 1.31 -3.02
H 2.22 1.18 -3.69
Cl 2.04 -1.03 -0.08
H 0.80 1.44 -0.01
P -1.01 -1.66 1.77
C -2.81 -2.10 1.50
C -0.09 -3.23 2.21
C -1.05 -0.60 3.30
C -3.16 -2.08 0.01
H -3.34 -1.26 1.97
C -3.23 -3.42 2.14
H -2.77 -4.27 1.62
H -4.32 -3.50 2.03
H -2.98 -3.46 3.20
H -2.97 -1.09 -0.41
H -4.24 -2.30 -0.11
H -2.58 -2.82 -0.57
H -1.74 0.20 2.99
C 0.31 0.05 3.61
C -1.64 -1.34 4.50
H -2.71 -1.56 4.36
H -1.55 -0.71 5.40
H -1.11 -2.29 4.70
H 0.92 0.18 2.70
H 0.88 -0.53 4.34
H 0.14 1.04 4.04
C 0.13 -4.07 0.95
H -0.74 -3.78 2.91
C 1.28 -2.96 2.84
H -0.77 -4.23 0.35
H 0.53 -5.06 1.23
H 0.87 -3.57 0.30
H 1.87 -2.32 2.16
H 1.81 -3.92 2.95
H 1.21 -2.50 3.83
C 0.99 -2.83 -2.89
C -0.35 -2.74 -2.22
O -0.94 -3.81 -2.00
O -0.85 -1.57 -1.91
H 0.95 -3.65 -3.61
H 1.76 -3.08 -2.14
H 1.29 -1.91 -3.40
*
```



# 5
Density functional theory data (ωB97M-V with the def2-TZVPD basis set) for a 2-piece molecular cluster, C8H15IN overall in a non-equilibrium geometry.

## Properties
Gap between HOMO and LUMO in eV: 8.9
Energy above the lowest of the compared OMol25 structures with the same formula, charge and spin in kcal/mol: 11.22
Total energy in Eh: -665.9982
Max |F| in eV/Å: 3.7

The geometry in ORCA input format:
```
! RIJCOSX wB97M-V def2-TZVPD def2/J DEFGRID3
* xyz 1 1
C 0.48 -0.97 0.05
C 1.19 0.20 0.06
C 0.40 1.49 -0.15
C -0.96 1.12 -0.82
C -1.72 0.06 -0.01
C -0.90 -1.16 0.06
C 2.65 0.43 0.14
C -0.74 -3.63 0.46
N -1.47 -2.31 0.27
I 0.39 1.23 3.69
H 1.15 -1.72 0.11
H 0.28 1.93 0.93
H 0.90 2.20 -0.80
H -1.60 2.03 -0.67
H -0.66 0.69 -1.85
H -1.74 0.29 1.08
H -2.69 -0.07 -0.37
H 3.18 -0.51 0.31
H 2.82 1.05 1.01
H 3.19 0.86 -0.70
H -1.49 -4.41 0.30
H 0.17 -3.68 -0.19
H -0.40 -3.53 1.52
H -0.92 2.10 3.47
H -2.46 -2.22 0.26
*
```



# 6
Density functional theory data (ωB97M-V with the def2-TZVPD basis set) for a 2-piece molecular cluster, CH2BrO7PS2 overall in a non-equilibrium geometry.

## Properties
Gap between HOMO and LUMO in eV: 4.2
Total energy in Eh: -4277.7509
Max |F| in eV/Å: 2.4

The geometry in ORCA input format:
```
! RIJCOSX wB97M-V def2-TZVPD def2/J DEFGRID3
* xyz -2 1
O 0.76 0.19 3.20
C -0.32 -0.08 2.78
O -1.43 0.23 3.54
Br -2.78 -1.00 3.43
O -0.58 -0.67 1.62
P -0.09 0.24 0.23
S -1.24 1.82 0.19
H -0.28 -0.70 -0.79
H 1.24 0.57 0.42
O 1.59 -1.46 -2.78
S 0.94 -0.13 -2.95
O 1.35 0.75 -1.78
O -0.54 -0.28 -2.89
O 1.37 0.51 -4.21
*
```



# 7
Density functional theory data (ωB97M-V with the def2-TZVPD basis set) for C4Cl2O4SmYb as an isolated structure in a non-equilibrium geometry.

## Properties
Gap between HOMO and LUMO (spin up / spin down) in eV: 8.0 / 8.2
Energy above the lowest of the compared OMol25 structures with the same formula, charge and spin in kcal/mol: 42.88
Total energy in Eh: -3188.6114
Max |F| in eV/Å: 9.8

The geometry in ORCA input format:
```
! RIJCOSX wB97M-V def2-TZVPD def2/J DEFGRID3
* xyz 4 7
Sm -0.99 -0.28 -1.72
Yb 0.39 0.06 1.63
Cl -1.12 -2.00 0.40
Cl -0.79 1.74 0.16
C 1.46 1.88 2.41
C 0.29 -2.06 -2.67
C 0.38 1.02 -3.18
O 2.02 2.84 2.74
O 0.63 -3.01 -3.28
O 0.78 1.70 -4.05
O -1.88 -1.21 4.12
C -1.15 -0.68 3.44
*
```